C2H5N3S2 as an isolated structure, computed with ωB97M-V/def2-TZVPD.

Last column: Löwdin charge in e.
Atoms and positions in Å:
C: -0.15267 0.27241 -0.23245  -0.256
C: -0.82319 -1.89897 0.30510  -0.876
H: 0.55870 3.36294 0.14584  0.166
H: -1.11722 2.32119 -0.84598  0.172
H: -1.19856 0.07998 -0.80357  0.156
H: 2.28808 -0.42319 0.38333  -0.146
H: -1.89439 -1.39254 0.16095  0.121
N: 0.26249 2.48175 -0.80530  -0.135
N: 0.76291 1.22878 0.04945  -0.070
N: 0.11850 -1.02050 0.29783  -0.525
S: 1.79833 -1.67763 0.36202  0.770
S: -0.60297 -3.33422 0.98278  0.625

Atoms 1-2, force components in eV/Å:
2.26 0.32 1.20
-4.22 -0.11 1.51

Electronic energy, hartree: -1039.61676
Frontier orbital gap, Ha: 0.3140
2S+1: 1
HOMO level, Eh: -0.3199

A 2-piece molecular cluster, C2H2ClN2O2 overall, computed with ωB97M-V/def2-TZVPD.

Last column: Löwdin charge in e.
Atoms and positions in Å:
C: 0.46436 0.15497 0.41844  0.387
C: -0.15479 -0.48595 -3.66073  -0.410
N: -0.33734 -0.05133 2.65016  -0.328
N: 0.06302 0.18138 1.52216  -0.059
O: 0.02653 -0.17308 -2.56396  0.168
O: -0.39695 -0.70163 -4.74329  0.285
Cl: -0.93187 1.37296 3.59153  0.671
H: 0.85291 0.19255 -0.54172  0.088
H: 0.41413 -0.48988 3.32740  0.199

Atoms 1-2, force components in eV/Å:
-2.04 0.33 5.28
-0.24 0.76 0.68

Charge: +1
Electronic energy, hartree: -797.19842
Frontier orbital gap, Ha: 0.3527
2S+1: 1
HOMO level, Eh: -0.5805